The following is a quantum chemistry calculation of C27H11FO19Pt as an isolated structure at a distorted geometry, from OMol25.

ORCA input file:
```
! RIJCOSX wB97M-V def2-TZVPD def2/J DEFGRID3
* xyz -6 3
Pt -0.6042 0.1492 -0.1740
F -0.3068 3.9416 -5.0354
O -0.7454 2.0261 -3.7851
O 4.2832 -0.3384 0.0972
O -0.9443 -1.5317 -2.1588
O -3.1536 -3.6957 -1.9768
O -0.2193 1.2516 1.6368
O 4.3178 3.9429 2.0238
O 1.8442 -0.3849 2.7209
O 1.6173 0.5446 -1.0368
O -2.6999 -0.1568 0.1921
O -2.7527 -5.0666 2.3325
O 2.0025 -4.9675 -1.8613
O 2.4247 4.7673 0.4081
O 3.0700 2.7549 5.5236
O -0.4381 -1.3515 1.2530
O 1.5892 4.8211 3.8452
O -2.3839 3.3345 -3.1133
O 0.0125 -6.8019 -0.8811
O -5.2848 -3.6947 1.4670
O -1.3695 1.9487 -1.5872
C 0.4910 -3.1528 -1.8870
C -2.8457 -1.2577 0.7539
C 2.8636 3.6372 0.2028
C -0.2993 -5.6622 -1.3388
C 3.9990 3.1039 1.1621
C -2.8435 -3.8268 2.0498
C 0.8368 -4.5994 -1.6166
C 2.4106 1.1891 4.2712
C 1.6677 0.7363 3.1117
C -1.6629 -5.2170 -1.4260
C 2.4817 1.3372 -0.4547
C 4.4617 1.6861 0.9960
C -4.1356 -3.1340 1.5102
C -1.5191 -1.9238 1.3544
C 3.7515 0.8400 0.1781
C -1.6439 -3.2080 2.0262
C -1.0888 2.8695 -4.9093
C 0.7499 3.1584 2.6431
C 2.3801 2.5358 4.5379
C 2.1415 2.6801 -0.4478
C 1.5136 3.5130 3.7337
C -1.5175 2.3555 -2.7324
C -1.8828 -3.9191 -1.8077
C -2.4450 3.3554 -4.5064
C -0.8039 -2.8510 -1.9212
C 0.5950 1.7086 2.4690
C -4.1632 -1.9365 0.9276
H 0.3075 3.9299 2.0303
H -2.6416 4.3315 -4.9500
H -0.9953 2.3592 -5.8679
H 1.2987 -2.4413 -1.9760
H 1.2538 3.0261 -0.9564
H 3.0560 0.4261 4.6809
H -0.7675 -3.7585 2.3349
H -3.1132 2.5518 -4.8160
H 5.3991 1.3951 1.4467
H -2.4986 -5.8751 -1.2392
H -5.0501 -1.4553 0.5425
*
```

Its total energy is -73012.16289 eV. The HOMO-LUMO gap (alpha / beta) comes out at 1.4 / 1.3 eV. The highest occupied orbital energy (alpha / beta) is 8.02 / 7.98 eV.